{"formula": "C4H7NO", "method": "ωB97M-V/def2-TZVPD", "energy_ha": -286.535826, "homo_lumo_gap_ev": 10.47, "smiles": "O[C@H]1C[C@H]2N[C@@H]12", "e_homo_ev": -9.44, "e_above_lowest_ev": 2.6074, "symbols": ["O", "C", "C", "C", "N", "C", "H", "H", "H", "H", "H", "H", "H"], "coordinates": [[1.9109, 0.6459, 0.4562], [0.9513, 0.2235, -0.4635], [0.2784, -1.1764, -0.2312], [-1.0479, -0.4532, -0.0420], [-0.8300, 0.5032, 1.0580], [-0.4330, 0.8640, -0.3148], [1.4333, 0.6973, 1.3007], [1.3806, 0.3229, -1.4633], [0.6422, -1.7329, 0.6373], [0.3080, -1.8072, -1.1241], [-2.0468, -0.8031, -0.2811], [-1.7127, 0.9664, 1.2653], [-0.8342, 1.7496, -0.7976]]}


{"formula": "C16H20ClNRuSe2SiTe2", "method": "ωB97M-V/def2-TZVPD", "energy_ha": -6859.938967, "homo_lumo_gap_ev": [5.15, 5.14], "e_homo_ev": [-6.99, -6.99], "e_above_lowest_ev": 1.1986, "symbols": ["Ru", "Se", "Te", "Te", "Se", "Cl", "C", "C", "C", "C", "C", "C", "C", "H", "H", "H", "H", "H", "H", "C", "Si", "C", "C", "N", "C", "C", "C", "C", "C", "C", "H", "H", "H", "H", "H", "H", "H", "H", "H", "H", "H", "H", "H", "H"], "coordinates": [[-0.9284, -0.5502, 0.5469], [-0.0380, 0.0386, 4.7331], [-1.4534, -1.0460, 3.1832], [-0.1234, -2.8922, 1.6166], [-2.1988, -2.6922, 0.3180], [-2.3200, 1.1258, -2.7326], [-3.1738, 0.5835, -1.3228], [-4.3593, -0.0965, -1.4921], [-5.1291, -0.4454, -0.3798], [-4.7198, -0.0952, 0.8928], [-3.5102, 0.5576, 1.0669], [-2.6799, 0.9116, -0.0220], [-1.3609, 1.4723, 0.2404], [-4.6952, -0.3267, -2.4902], [-6.0604, -0.9641, -0.5288], [-5.3333, -0.3274, 1.7500], [-3.2115, 0.8970, 2.0569], [-1.2826, 2.0586, 1.1621], [-0.8269, 1.9107, -0.6099], [-0.0906, -1.6047, -2.2865], [1.4568, -0.8679, -1.4770], [2.6524, -2.3318, -1.2756], [2.1742, 0.4186, -2.6723], [0.9828, -0.1271, 0.0331], [1.8693, 0.5573, 0.8348], [1.4030, 1.3700, 1.8652], [2.2660, 2.0833, 2.6697], [3.6342, 2.0306, 2.4697], [4.1206, 1.2304, 1.4386], [3.2618, 0.5092, 0.6418], [-0.0134, -1.4839, -3.3602], [-1.0354, -1.1365, -1.9962], [-0.1905, -2.6670, -2.0694], [2.6686, -2.9094, -2.1939], [2.3070, -3.0003, -0.4862], [3.6758, -2.0567, -1.0431], [2.3349, -0.0268, -3.6475], [3.1106, 0.8492, -2.3463], [1.4661, 1.2343, -2.7962], [0.3229, 1.4569, 2.0368], [1.8508, 2.6965, 3.4590], [4.3059, 2.5958, 3.0923], [5.1828, 1.1646, 1.2547], [3.6882, -0.1047, -0.1341]]}


{"formula": "C3H10OSi2", "method": "ωB97M-V/def2-TZVPD", "energy_ha": -774.460807, "homo_lumo_gap_ev": 9.59, "smiles": "O=[SiH][SiH3].C=CC", "e_homo_ev": -9.92, "e_above_lowest_ev": 1.7219, "symbols": ["O", "Si", "Si", "H", "H", "H", "H", "C", "C", "C", "H", "H", "H", "H", "H", "H"], "coordinates": [[-0.1410, -2.5434, 0.6800], [-0.1094, -1.2545, 1.4678], [-1.9468, -0.0720, 2.1727], [1.1769, -0.6872, 1.9067], [-2.5811, -0.7374, 3.3225], [-2.9622, 0.0940, 1.1225], [-1.5755, 1.2867, 2.6184], [0.7054, 1.4224, -0.5376], [0.3934, 0.3828, -1.2914], [1.3159, -0.2612, -2.2683], [1.6660, 1.9034, -0.6137], [0.0079, 1.8569, 0.1589], [-0.5837, -0.0784, -1.2025], [1.6858, -1.1991, -1.8532], [2.1626, 0.3826, -2.4930], [0.7857, -0.4957, -3.1897]]}